Here is C20H29N3O2 in the gas phase from the OMol25 dataset. Energies are from ωB97M-V with the def2-TZVPD basis set.

Output
Structure (SMILES): Cc1ccccc1C(=O)NC1CCN(C(=O)NC2CCCCC2)CC1
HOMO-LUMO gap (eV): 9.438
Energy relative to the best compared isomer or geometry (same formula, charge and spin) (kcal/mol): 5.3
Electronic energy (eV): -29778.15958

Structure (ORCA input):
```
! wB97M-V def2-TZVPD RIJCOSX def2/J DEFGRID3
* xyz 0 1
C -6.2877 -0.2680 1.7091
C -5.8788 0.6604 0.6093
C -6.5129 1.8857 0.4478
C -6.1424 2.7616 -0.5570
C -5.1203 2.4228 -1.4263
C -4.4703 1.2117 -1.2746
C -4.8366 0.3298 -0.2627
C -4.1307 -0.9854 -0.1613
O -4.6955 -2.0578 -0.0831
N -2.7797 -0.8700 -0.1785
C -1.8905 -2.0108 -0.1557
C -1.0389 -2.0618 -1.4363
C 0.3438 -2.6290 -1.1386
N 1.0529 -1.7478 -0.2319
C 2.3123 -1.3366 -0.5849
O 2.8956 -1.8123 -1.5426
N 2.8831 -0.3964 0.2225
C 4.1941 0.1490 -0.0610
C 4.0977 1.5798 -0.5983
C 5.4885 2.1261 -0.9051
C 6.3661 2.0874 0.3421
C 6.4593 0.6638 0.8826
C 5.0694 0.1161 1.1923
C 0.2879 -1.1789 0.8578
C -0.9880 -1.9847 1.0878
H -6.4238 -1.2734 1.3186
H -5.5109 -0.3144 2.4730
H -7.2113 0.0673 2.1740
H -7.3156 2.1541 1.1196
H -6.6554 3.7058 -0.6654
H -4.8319 3.0960 -2.2197
H -3.6876 0.9340 -1.9673
H -2.3665 0.0471 -0.2418
H -2.5514 -2.8815 -0.0985
H -1.5342 -2.6616 -2.1987
H -0.9198 -1.0501 -1.8328
H 0.9475 -2.6964 -2.0460
H 0.2586 -3.6340 -0.7098
H 2.3363 0.0881 0.9122
H 4.6230 -0.4997 -0.8311
H 3.4835 1.5858 -1.5009
H 3.6115 2.2139 0.1492
H 5.9460 1.5195 -1.6891
H 5.4101 3.1504 -1.2754
H 5.9386 2.7395 1.1078
H 7.3642 2.4608 0.1053
H 6.9388 0.0249 0.1384
H 7.0729 0.6466 1.7857
H 5.1404 -0.9093 1.5591
H 4.6028 0.7236 1.9731
H 0.0263 -0.1290 0.6458
H 0.8850 -1.2025 1.7777
H -0.7154 -3.0045 1.3581
H -1.5403 -1.5554 1.9253
*
```

=====

Here is C20H29N3O5S in the gas phase in a non-equilibrium geometry from the OMol25 dataset. Energies are from ωB97M-V with the def2-TZVPD basis set.

Output
Structure (SMILES): CCCCn1ccnc1C(=O)c1ccc(S(=O)(=O)N(CCOC)CCOC)cc1
HOMO-LUMO gap (eV): 8.679
Energy relative to the best compared isomer or geometry (same formula, charge and spin) (kcal/mol): 80.2
Electronic energy (eV): -46752.34791

Structure (ORCA input):
```
! wB97M-V def2-TZVPD RIJCOSX def2/J DEFGRID3
* xyz 0 1
C -3.6712 -0.3759 -6.1875
C -2.3539 -0.1176 -5.4676
C -1.4459 0.8050 -6.2779
C -0.0774 1.0030 -5.6183
N -0.1956 1.6749 -4.3485
C -0.3824 3.0048 -4.1938
C -0.5138 3.2280 -2.8425
N -0.4209 2.0661 -2.1802
C -0.2360 1.1246 -3.0960
C -0.0028 -0.2810 -2.7823
O 0.3740 -1.0955 -3.6094
C -0.1863 -0.6469 -1.3541
C 0.7170 -1.5514 -0.7967
C 0.6350 -1.8761 0.5424
C -0.3657 -1.3123 1.3090
S -0.3798 -1.6564 3.0638
O -0.4372 -3.0756 3.2697
O -1.3937 -0.8429 3.6816
N 1.1503 -1.1451 3.4933
C 1.3036 0.2805 3.6889
C 2.2206 0.8989 2.6213
O 1.6525 0.9867 1.3360
C 0.7640 2.0663 1.1607
C 1.9222 -2.0374 4.3228
C 1.4325 -2.0942 5.7724
O 1.8828 -0.9551 6.4741
C 1.3980 -0.9012 7.7917
C -1.3057 -0.4643 0.7598
C -1.2171 -0.1247 -0.5786
H -4.3057 -1.0300 -5.5951
H -3.4937 -0.8503 -7.1501
H -4.2046 0.5570 -6.3587
H -1.8389 -1.0639 -5.2925
H -2.5587 0.3325 -4.4929
H -1.2827 0.3744 -7.2674
H -1.9334 1.7748 -6.4097
H 0.3954 0.0348 -5.4483
H 0.5618 1.6103 -6.2664
H -0.3980 3.6801 -5.0253
H -0.6647 4.1529 -2.3230
H 1.4919 -1.9661 -1.4235
H 1.3375 -2.5484 1.0073
H 1.7203 0.4734 4.6803
H 0.3085 0.7272 3.6380
H 3.1045 0.2668 2.5025
H 2.5390 1.8960 2.9611
H 0.4647 2.0542 0.1130
H 1.2603 3.0171 1.3941
H -0.1278 1.9707 1.7887
H 2.9678 -1.7222 4.3023
H 1.8244 -3.0321 3.8873
H 1.8164 -3.0048 6.2585
H 0.3340 -2.1386 5.7708
H 1.7267 -1.7736 8.3700
H 0.3025 -0.8599 7.8087
H 1.8050 0.0042 8.2376
H -2.0834 -0.0695 1.3948
H -1.9363 0.5481 -1.0163
*
```

=====

Here is 7 unconnected molecules or ions with the total composition C20H29O20PSSi in a non-equilibrium geometry from the OMol25 dataset. Energies are from ωB97M-V with the def2-TZVPD basis set.

Output
Structure (SMILES): C#C[Si@@H](S)P(O)O.O=C1OCCO1.O=C1OCCO1.O=C1OCCO1.O=C1OCCO1.O=C1OCCO1.O=C1OCCO1
HOMO-LUMO gap (eV): 8.872
Electronic energy (eV): -90162.58471

Structure (ORCA input):
```
! wB97M-V def2-TZVPD RIJCOSX def2/J DEFGRID3
* xyz 0 1
C -2.7491 -0.9879 -1.3425
C -3.1205 0.0306 -1.8724
Si -3.6433 1.6261 -2.5917
S -5.3694 2.3301 -1.5245
P -1.8846 3.0298 -2.2554
O -0.6797 1.9871 -2.6289
O -1.8142 2.9068 -0.5886
H -2.1667 -1.6579 -0.7455
H -3.9413 1.4990 -4.0278
H -5.4170 1.3443 -0.6212
H -0.7362 1.1926 -2.0708
H -2.6513 3.2278 -0.2188
O 3.5979 3.7289 2.9764
C 2.7299 3.8501 2.1649
O 2.8395 4.5928 1.0456
C 1.7273 4.2834 0.1912
C 0.7000 3.7653 1.1786
O 1.5310 3.2476 2.2312
H 1.4110 5.1728 -0.3460
H 2.0431 3.5199 -0.5209
H 0.0744 4.5584 1.5913
H 0.0740 2.9821 0.7709
O -1.1879 -3.5238 0.8828
C -0.4240 -3.8064 0.0146
O 0.9012 -3.5692 0.0427
C 1.5056 -4.2214 -1.0827
C 0.3396 -4.3417 -2.0471
O -0.7826 -4.3923 -1.1510
H 2.3262 -3.6180 -1.4598
H 1.8831 -5.1923 -0.7583
H 0.2307 -3.4680 -2.6913
H 0.3650 -5.2399 -2.6573
O -1.8363 -2.3384 -4.6787
C -2.8040 -2.9960 -4.4662
O -3.9791 -2.5211 -4.0005
C -4.9486 -3.5735 -4.0445
C -4.0758 -4.8113 -4.0307
O -2.8692 -4.3401 -4.6407
H -5.6103 -3.5024 -3.1880
H -5.5351 -3.4843 -4.9600
H -3.8411 -5.1434 -3.0166
H -4.4870 -5.6427 -4.5958
O 3.7582 -0.3278 -0.8774
C 4.5272 0.1519 -0.1095
O 5.4844 -0.5361 0.5566
C 6.3451 0.4005 1.2156
C 5.4527 1.6192 1.3419
O 4.5688 1.4635 0.2238
H 6.6690 -0.0044 2.1703
H 7.2155 0.5819 0.5828
H 4.8589 1.6181 2.2558
H 5.9867 2.5620 1.2647
O -7.2463 -4.9117 -2.1284
C -6.5672 -4.8851 -1.1509
O -6.1039 -3.7535 -0.5743
C -5.4891 -4.0955 0.6750
C -5.1321 -5.5539 0.4626
O -6.1218 -5.9747 -0.4874
H -4.6286 -3.4564 0.8524
H -6.2218 -3.9562 1.4712
H -4.1441 -5.6778 0.0163
H -5.2027 -6.1585 1.3621
O 7.0578 7.6155 7.0333
C 6.3351 7.0937 6.2495
O 5.6555 5.9430 6.4694
C 4.7248 5.7536 5.3975
C 5.3517 6.5637 4.2818
O 6.0757 7.5653 5.0052
H 4.6281 4.6987 5.1598
H 3.7541 6.1477 5.7038
H 6.0558 5.9778 3.6892
H 4.6278 7.0318 3.6210
*
```

=====

Here is a molecular structure, C20H30AgI2O15 in a non-equilibrium geometry from the OMol25 dataset. Energies are from ωB97M-V with the def2-TZVPD basis set.

Output
HOMO-LUMO gap (spin up / spin down) (eV): 9.616 / 5.732
Energy relative to the best compared isomer or geometry (same formula, charge and spin) (kcal/mol): 35.5
<S²>: 2.0075
Electronic energy (eV): -72131.25831

Structure (ORCA input):
```
! wB97M-V def2-TZVPD RIJCOSX def2/J DEFGRID3
* xyz 1 3
Ag -0.2895 -0.2615 0.8079
I 1.8389 0.0098 2.8169
I -1.8760 -0.7444 -1.6389
C 2.7896 -3.3711 -3.1319
C 2.0915 -4.0895 -2.0152
C 2.9903 -4.2269 -0.7102
O 2.1154 -3.9703 0.2776
C 1.1487 -3.2315 -0.2318
O 0.2418 -2.6567 0.3316
O 1.3500 -3.0219 -1.4498
H 2.1290 -2.9893 -3.9103
H 3.5695 -3.9744 -3.5965
H 3.2736 -2.4386 -2.8415
H 1.5125 -4.9466 -2.3589
H 3.8918 -3.6202 -0.6242
H 3.3171 -5.2665 -0.7357
C -0.7659 -5.4642 2.5084
C -2.0983 -4.8658 2.9273
C -1.9726 -4.3063 4.3562
O -1.7535 -2.9574 4.0668
C -1.9159 -2.6515 2.7931
O -1.8399 -1.5524 2.2776
O -2.2784 -3.7213 2.0762
H 0.1000 -4.8231 2.6731
H -0.7513 -5.5985 1.4268
H -0.5815 -6.4406 2.9564
H -2.7053 -5.7135 2.6093
H -1.1328 -4.6988 4.9296
H -2.9603 -4.3977 4.8081
C 2.7045 0.0926 -5.2622
C 3.3020 0.8604 -3.9993
C 2.6728 2.1716 -3.4683
O 1.9941 1.8399 -2.2680
C 2.2108 0.5976 -1.9102
O 1.6764 -0.0091 -0.9741
O 3.0995 0.0643 -2.7681
H 3.0816 0.5349 -6.1842
H 1.6318 0.2186 -5.1154
H 2.9415 -0.9709 -5.2321
H 4.3421 0.9839 -4.3009
H 1.8500 2.5827 -4.0532
H 3.4890 2.8647 -3.2645
C -5.1990 2.9310 4.2903
C -4.8465 2.3022 2.9498
C -4.5932 3.1080 1.7161
O -3.4025 2.6095 1.2999
C -2.9285 1.6133 2.0722
O -1.8755 1.0556 1.9999
O -3.6514 1.6265 3.1656
H -4.6866 3.8909 4.3545
H -4.7734 2.3933 5.1375
H -6.2833 3.0043 4.3737
H -5.6192 1.5817 2.6817
H -4.4788 4.1691 1.9378
H -5.3686 3.0283 0.9543
C 2.4191 5.3771 -1.3457
C 1.2942 5.0540 -0.3423
C -0.1114 4.9833 -0.8935
O -0.6415 3.7654 -0.6312
C 0.2802 3.0823 0.0515
O -0.0385 1.8537 0.3193
O 1.4733 3.7137 0.0875
H 3.4100 5.3570 -0.8921
H 2.4064 6.3900 -1.7480
H 2.3979 4.6285 -2.1377
H 1.2863 5.7686 0.4807
H -0.1872 5.0712 -1.9773
H -0.7167 5.8008 -0.5019
*
```